93
Properties=species:S:1:pos:R:3:lowdin_spin:R:1 method="wB97M-V/def2-TZVPD" homo_ev="-3.2488 / -4.1180" s_squared=3.7696 multiplicity=4 total_charge=-1 mol_weight_da=677.3 energy_ha=-4713.0815 max_force_ev_per_a=1.31 gap_ha="0.2165 / 0.2283" e_lumo_ha="0.0971 / 0.0769"
Ni -0.015 -0.425 -0.307 1.4651
C -4.129 2.700 -0.260 0.0040
C -2.796 2.059 -0.654 0.0116
C -1.682 2.990 -0.139 0.0059
C -2.702 2.023 -2.191 0.0062
P -2.458 0.317 0.049 0.0861
C -2.437 0.654 1.886 0.0008
N -1.090 1.087 2.208 0.0109
B 0.051 0.701 1.404 0.0845
N 1.117 1.539 1.899 0.0166
C 2.432 1.646 1.302 0.0069
P 2.480 0.595 -0.250 0.1108
C 3.853 -0.619 0.176 0.0143
C 3.339 -1.355 1.431 0.0000
C 5.228 -0.018 0.487 0.0055
C 3.992 -1.636 -0.970 0.0013
C 3.070 1.879 -1.498 0.0180
C 1.848 2.797 -1.688 0.0019
C 3.377 1.199 -2.840 0.0183
C 4.270 2.737 -1.089 0.0063
C 0.635 2.387 2.897 0.0031
C 1.260 3.380 3.630 0.0008
C 0.503 4.103 4.560 0.0001
C -0.845 3.827 4.745 0.0003
C -1.482 2.820 4.010 0.0004
C -0.740 2.103 3.086 0.0028
C -3.991 -0.783 -0.096 0.0212
C -5.315 -0.266 0.476 0.0064
C -3.648 -2.059 0.698 0.0008
C -4.161 -1.162 -1.576 0.0036
H -4.083 3.767 -0.515 0.0010
H -4.339 2.629 0.812 0.0002
H -4.964 2.277 -0.810 0.0001
H -1.738 3.932 -0.698 0.0005
H -0.687 2.569 -0.289 0.0059
H -1.796 3.223 0.924 0.0001
H -2.628 3.052 -2.568 0.0003
H -3.589 1.571 -2.643 0.0000
H -1.827 1.470 -2.538 0.0100
H -2.688 -0.271 2.405 0.0000
H -3.169 1.414 2.167 0.0006
H 3.211 1.325 1.993 0.0006
H 2.640 2.687 1.050 0.0003
H 3.401 -0.726 2.325 0.0000
H 3.962 -2.241 1.604 0.0001
H 2.306 -1.694 1.339 0.0001
H 5.177 0.807 1.205 0.0003
H 5.728 0.338 -0.415 0.0001
H 5.863 -0.799 0.925 0.0014
H 3.021 -1.995 -1.320 0.0008
H 4.557 -2.507 -0.613 0.0000
H 4.536 -1.215 -1.816 0.0000
H 0.971 2.221 -2.001 0.0026
H 2.069 3.532 -2.472 0.0001
H 1.599 3.347 -0.773 0.0002
H 2.599 0.484 -3.126 0.0237
H 4.339 0.682 -2.819 0.0004
H 3.430 1.965 -3.625 0.0003
H 4.146 3.205 -0.109 0.0003
H 4.385 3.547 -1.823 0.0016
H 5.199 2.170 -1.081 0.0001
H 2.313 3.593 3.485 0.0000
H 0.976 4.884 5.143 0.0000
H -1.413 4.394 5.473 0.0001
H -2.533 2.603 4.167 0.0000
H -5.192 0.158 1.479 0.0004
H -6.003 -1.117 0.565 0.0018
H -5.799 0.471 -0.155 0.0001
H -3.796 -1.912 1.770 0.0000
H -2.633 -2.408 0.555 0.0002
H -4.319 -2.868 0.378 0.0000
H -4.569 -0.335 -2.163 0.0000
H -4.854 -2.007 -1.662 0.0001
H -3.206 -1.460 -2.026 0.0044
C 1.692 -5.684 -1.032 0.0006
C 1.917 -4.549 -0.049 0.0027
O 1.331 -3.347 -0.543 0.0116
P -0.041 -2.666 0.063 0.0438
S 0.081 -0.462 -2.623 0.9077
S -0.299 -3.100 1.993 0.0130
O -1.168 -3.603 -0.706 0.0211
C -1.230 -3.710 -2.134 0.0091
C -2.432 -4.565 -2.470 0.0010
H 2.274 -6.562 -0.729 0.0002
H 2.003 -5.390 -2.038 0.0000
H 0.635 -5.962 -1.061 0.0001
H 2.987 -4.360 0.075 0.0001
H 1.502 -4.789 0.927 0.0003
H -0.313 -4.167 -2.511 0.0000
H -1.307 -2.729 -2.595 0.0148
H -2.334 -5.558 -2.022 0.0003
H -2.528 -4.673 -3.555 0.0001
H -3.343 -4.104 -2.080 0.0001